Entry from the OMol25 dataset: a cluster of 7 separate species, C46H103N5O10 in total (wB97M-V/def2-TZVPD).

Output
SMILES string = CC1(C)CCCC(C)(C)N1O.CC1(C)CCCC(C)(C)N1O.CC1(C)CCCC(C)(C)N1O.CC1(C)CCCC(C)(C)N1O.COCCNCCOC.OCCO.OCCO
net charge = 0
HOMO-LUMO gap = 9.08 eV
F_max = 4.286 eV Å⁻¹
LUMO energy = 0.017 Ha

Bonds (Å) are listed after each position.
Positions of all 164 atoms, in Å:
1 C -3.419 0.065 -1.646  C2 1.541, H12 1.079, H13 1.144, H14 1.117
2 C -4.781 0.756 -1.445  C1 1.541, C3 1.513, N7 1.461, C11 1.491
3 C -5.674 0.044 -2.436  C2 1.513, C4 1.553, H15 1.077, H16 1.121
4 C -7.187 0.322 -2.223  C3 1.553, C5 1.535, H17 1.099, H18 1.148
5 C -7.491 -0.045 -0.764  C4 1.535, C6 1.496, H19 1.054, H20 1.128
6 C -6.608 0.743 0.152  C5 1.496, N7 1.428, C9 1.615, C10 1.563
7 N -5.214 0.526 -0.069  C2 1.461, C6 1.428, O8 1.419
8 O -4.478 1.378 0.794  N7 1.419, H30 0.963
9 C -6.999 2.304 0.293  C6 1.615, H21 1.082, H22 1.060, H23 1.087
10 C -6.849 0.162 1.583  C6 1.563, H24 1.083, H25 1.120, H26 1.122
11 C -4.611 2.174 -1.871  C2 1.491, H27 1.082, H28 1.068, H29 1.064
12 H -3.198 -0.143 -2.682  C1 1.079
13 H -3.380 -0.966 -1.151  C1 1.144
14 H -2.566 0.609 -1.173  C1 1.117
15 H -5.362 0.356 -3.418  C3 1.077
16 H -5.555 -1.060 -2.282  C3 1.121
17 H -7.788 -0.269 -2.928  C4 1.099
18 H -7.497 1.390 -2.513  C4 1.148
19 H -7.274 -1.062 -0.591  C5 1.054
20 H -8.564 0.186 -0.504  C5 1.128
21 H -8.028 2.265 0.627  C9 1.082
22 H -6.394 2.783 1.019  C9 1.060
23 H -6.904 2.710 -0.711  C9 1.087
24 H -7.807 0.409 2.025  C10 1.083
25 H -6.567 -0.922 1.586  C10 1.120
26 H -6.065 0.632 2.233  C10 1.122
27 H -4.701 2.928 -1.100  C11 1.082
28 H -5.330 2.381 -2.633  C11 1.068
29 H -3.629 2.281 -2.269  C11 1.064
30 H -3.940 0.763 1.304  O8 0.963
31 C 6.233 -2.004 -0.988  C32 1.498, H42 1.088, H43 1.099, H44 1.099
32 C 4.826 -2.284 -0.558  C31 1.498, C33 1.536, N37 1.521, C41 1.524
33 C 4.595 -3.046 0.754  C32 1.536, C34 1.516, H45 1.130, H46 1.108
34 C 4.939 -2.243 1.993  C33 1.516, C35 1.466, H47 1.090, H48 1.100
35 C 4.263 -0.944 2.058  C34 1.466, C36 1.547, H49 1.171, H50 1.106
36 C 4.418 -0.104 0.769  C35 1.547, N37 1.547, C39 1.530, C40 1.520
37 N 4.002 -1.013 -0.412  C32 1.521, C36 1.547, O38 1.434
38 O 4.144 -0.284 -1.638  N37 1.434, H60 0.966
39 C 3.382 1.014 0.901  C36 1.530, H51 1.079, H52 1.089, H53 1.088
40 C 5.783 0.552 0.630  C36 1.520, H54 1.099, H55 1.092, H56 1.077
41 C 4.091 -3.010 -1.678  C32 1.524, H57 1.068, H58 1.078, H59 1.062
42 H 6.596 -2.950 -1.385  C31 1.088
43 H 6.969 -1.735 -0.217  C31 1.099
44 H 6.196 -1.278 -1.813  C31 1.099
45 H 3.479 -3.209 0.837  C33 1.130
46 H 5.227 -3.955 0.712  C33 1.108
47 H 5.994 -1.986 1.892  C34 1.090
48 H 4.919 -2.827 2.925  C34 1.100
49 H 4.721 -0.291 2.914  C35 1.171
50 H 3.192 -1.050 2.312  C35 1.106
51 H 3.671 1.482 1.829  C39 1.079
52 H 3.456 1.687 0.048  C39 1.089
53 H 2.386 0.576 0.919  C39 1.088
54 H 5.786 1.557 1.076  C40 1.099
55 H 6.566 -0.095 1.031  C40 1.092
56 H 5.953 0.685 -0.425  C40 1.077
57 H 3.048 -2.804 -1.576  C41 1.068
58 H 4.167 -4.064 -1.464  C41 1.078
59 H 4.553 -2.688 -2.578  C41 1.062
60 H 3.291 0.067 -1.926  O38 0.966
61 C 2.467 -7.108 5.913  C62 1.550, H72 1.059, H73 1.064, H74 1.093
62 C 2.038 -7.398 4.452  C61 1.550, C63 1.509, N67 1.449, C71 1.558
63 C 0.675 -8.043 4.521  C62 1.509, C64 1.509, H75 1.048, H76 1.067
64 C -0.090 -8.163 3.225  C63 1.509, C65 1.511, H77 1.116, H78 1.131
65 C -0.145 -6.783 2.611  C64 1.511, C66 1.592, H79 1.095, H80 1.092
66 C 1.256 -6.035 2.504  C65 1.592, N67 1.450, C69 1.589, C70 1.536
67 N 1.898 -6.111 3.801  C62 1.449, C66 1.450, O68 1.430
68 O 3.240 -5.625 3.712  N67 1.430, H90 0.969
69 C 2.068 -6.619 1.269  C66 1.589, H81 1.146, H82 1.123, H83 1.112
70 C 0.949 -4.566 2.177  C66 1.536, H84 1.050, H85 1.069, H86 1.093
71 C 3.070 -8.415 3.878  C62 1.558, H87 1.094, H88 1.112, H89 1.096
72 H 2.249 -7.986 6.464  C61 1.059
73 H 1.873 -6.270 6.189  C61 1.064
74 H 3.506 -6.805 6.064  C61 1.093
75 H 0.802 -8.995 4.941  C63 1.048
76 H 0.025 -7.487 5.160  C63 1.067
77 H -1.137 -8.503 3.408  C64 1.116
78 H 0.318 -8.891 2.464  C64 1.131
79 H -0.743 -6.169 3.292  C65 1.095
80 H -0.568 -6.701 1.607  C65 1.092
81 H 3.119 -6.179 1.145  C69 1.146
82 H 2.296 -7.718 1.313  C69 1.123
83 H 1.616 -6.193 0.347  C69 1.112
84 H 1.782 -3.938 2.304  C70 1.050
85 H 0.475 -4.473 1.224  C70 1.069
86 H 0.244 -3.987 2.780  C70 1.093
87 H 4.043 -7.947 4.059  C71 1.094
88 H 3.038 -8.857 2.857  C71 1.112
89 H 3.101 -9.327 4.485  C71 1.096
90 H 3.192 -4.698 3.991  O68 0.969
91 C 0.818 5.781 -0.356  C92 1.516, H102 1.062, H103 1.119, H104 1.124
92 C -0.281 6.482 0.419  C91 1.516, C93 1.480, N97 1.481, C101 1.516
93 C -1.380 6.974 -0.441  C92 1.480, C94 1.537, H105 1.086, H106 1.118
94 C -2.327 5.864 -0.925  C93 1.537, C95 1.557, H107 1.111, H108 1.084
95 C -2.913 5.177 0.344  C94 1.557, C96 1.562, H109 1.069, H110 1.113
96 C -1.740 4.536 1.153  C95 1.562, N97 1.465, C99 1.505, C100 1.489
97 N -0.869 5.660 1.502  C92 1.481, C96 1.465, O98 1.445
98 O 0.235 5.068 2.222  N97 1.445, H120 0.918
99 C -2.403 4.076 2.423  C96 1.505, H111 1.138, H112 1.085, H113 1.106
100 C -1.166 3.385 0.403  C96 1.489, H114 1.098, H115 1.048, H116 1.105
101 C 0.377 7.594 1.212  C92 1.516, H117 1.114, H118 1.089, H119 1.097
102 H 0.436 5.056 -1.031  C91 1.062
103 H 1.559 5.314 0.339  C91 1.119
104 H 1.372 6.583 -0.914  C91 1.124
105 H -1.967 7.709 0.101  C93 1.086
106 H -1.001 7.499 -1.352  C93 1.118
107 H -1.949 5.082 -1.617  C94 1.111
108 H -3.171 6.364 -1.389  C94 1.084
109 H -3.674 4.440 0.201  C95 1.069
110 H -3.454 5.914 0.978  C95 1.113
111 H -3.425 3.629 2.194  C99 1.138
112 H -1.908 3.295 2.990  C99 1.085
113 H -2.534 4.977 3.051  C99 1.106
114 H -0.834 3.628 -0.615  C100 1.098
115 H -0.364 2.859 0.827  C100 1.048
116 H -2.019 2.693 0.289  C100 1.105
117 H 1.122 7.122 1.893  C101 1.114
118 H -0.248 8.316 1.733  C101 1.089
119 H 0.993 8.188 0.524  C101 1.097
120 H 0.240 5.497 3.034  O98 0.918
121 C -1.278 0.143 2.364  C122 1.533, O124 1.430, H125 1.074, H126 1.144
122 C -2.287 0.156 3.519  C121 1.533, O123 1.405, H127 1.094, H128 1.104
123 O -3.269 -0.847 3.489  C122 1.405, H129 0.931
124 O -0.501 -1.050 2.489  C121 1.430, H130 0.959
125 H -0.660 1.021 2.411  C121 1.074
126 H -1.834 0.163 1.364  C121 1.144
127 H -2.853 1.091 3.488  C122 1.094
128 H -1.740 0.141 4.478  C122 1.104
129 H -2.842 -1.656 3.665  O123 0.931
130 H -0.062 -1.170 1.645  O124 0.959
131 C 0.498 0.651 -1.696  C132 1.505, O134 1.390, H135 1.078, H136 1.083
132 C 0.263 -0.799 -1.369  C131 1.505, O133 1.354, H137 1.080, H138 1.090
133 O 0.850 -1.144 -0.200  C132 1.354, H139 0.952
134 O 1.723 0.865 -2.318  C131 1.390, H140 0.946
135 H 0.451 1.221 -0.783  C131 1.078
136 H -0.314 0.901 -2.368  C131 1.083
137 H 0.700 -1.281 -2.232  C132 1.080
138 H -0.816 -0.956 -1.355  C132 1.090
139 H 1.798 -1.069 -0.155  O133 0.952
140 H 1.646 0.567 -3.213  O134 0.946
141 C 0.828 -1.129 -5.827  O142 1.427, H150 1.089, H151 1.093, H152 1.128
142 O 0.668 0.221 -5.394  C141 1.427, C143 1.426
143 C -0.120 0.958 -6.328  O142 1.426, C144 1.521, H153 1.131, H154 1.071
144 C 0.023 2.417 -5.924  C143 1.521, N145 1.461, H155 1.082, H156 1.154
145 N 1.362 2.983 -6.071  C144 1.461, C146 1.511, H157 0.987
146 C 1.544 4.385 -5.538  N145 1.511, C147 1.492, H158 1.099, H159 1.059
147 C 1.683 4.561 -4.062  C146 1.492, O148 1.395, H160 1.083, H161 1.094
148 O 2.846 3.913 -3.646  C147 1.395, C149 1.426
149 C 2.971 3.592 -2.262  O148 1.426, H162 1.044, H163 1.070, H164 1.087
150 H 1.502 -1.230 -6.677  C141 1.089
151 H -0.124 -1.609 -6.069  C141 1.093
152 H 1.264 -1.687 -4.949  C141 1.128
153 H -1.210 0.658 -6.288  C143 1.131
154 H 0.330 0.753 -7.277  C143 1.071
155 H -0.390 2.579 -4.937  C144 1.082
156 H -0.632 3.150 -6.529  C144 1.154
157 H 2.065 2.383 -5.728  N145 0.987
158 H 0.789 5.033 -6.003  C146 1.099
159 H 2.385 4.705 -6.098  C146 1.059
160 H 0.803 4.182 -3.558  C147 1.083
161 H 1.681 5.628 -3.816  C147 1.094
162 H 2.200 2.976 -1.921  C149 1.044
163 H 3.059 4.463 -1.647  C149 1.070
164 H 3.834 2.938 -2.172  C149 1.087